The following is a DFT calculation (ωB97M-V/def2-TZVPD) of a structure of composition C5H11AgO4.

```
21
Properties=species:S:1:pos:R:3:forces:R:3
O -2.2466 -0.3277 0.1239 -0.6 0.8 1.6
C -1.9728 -0.0395 1.2896 -0.2 -0.2 -1.0
C -0.5992 -0.1128 1.8175 0.4 -1.1 1.9
O 0.3325 -0.2720 0.7713 0.8 0.7 0.5
C 0.8676 0.9545 0.2786 -0.4 -0.2 0.3
C 1.3431 0.7353 -1.1318 0.1 -0.1 -0.3
O 0.2410 0.2652 -1.8903 0.5 1.1 -0.6
C 0.4730 0.2525 -3.2885 0.1 0.0 0.0
Ag -0.6611 -1.6027 -0.9293 -0.2 -2.0 -0.7
H -2.7674 0.2665 1.9948 0.1 -0.1 0.0
H -0.5009 -1.0477 2.6056 -0.3 0.8 -0.8
H 1.7019 1.2837 0.9150 -0.1 0.0 -0.1
H 0.0882 1.7310 0.2911 0.1 -0.1 -0.1
H 2.1621 -0.0032 -1.1681 -0.2 0.1 0.0
H 1.7117 1.6876 -1.5429 0.0 -0.1 0.0
H -0.4110 -0.1877 -3.7639 0.3 0.1 0.2
H 0.6180 1.2795 -3.6544 0.0 -0.1 0.0
H 1.3583 -0.3557 -3.5322 -0.2 0.1 0.0
H -0.3695 0.7446 2.4857 -0.1 -0.2 -0.4
O -0.2768 -2.3844 4.0856 0.1 0.7 -0.5
H -1.0923 -2.8671 4.2429 -0.1 -0.1 0.0
```
Forces are in eV/Å.

<S²>: 0.7515
Net charge: -1
Spin multiplicity: 2
Kohn-Sham gap (spin up / spin down), eV: 4.6 / 6.0